The following is a quantum chemistry calculation of a cluster of 11 separate species, C50H95N2O24P in total at a distorted geometry, from the OMol25 dataset.

Properties
**Frontier orbital gap**: 1.37 eV
**Calculated total energy**: -4217.9836 hartree
**Total charge**: 0
**LUMO level**: -5.0178 eV
**HOMO energy**: -6.4 eV

The geometry in XYZ format:
```
172
Properties=species:S:1:pos:R:3:forces:R:3
C -0.810 1.638 2.944 -2.0176 0.8061 -2.0047
C -1.039 1.504 1.335 -0.0727 0.7778 1.1669
C 0.378 1.810 0.817 0.6657 -1.1578 -0.9240
C 0.727 1.167 -0.517 0.1090 0.0327 -0.4792
C 0.369 -0.313 -0.570 -0.5044 0.6317 0.6283
C -1.134 -0.594 -0.321 2.0218 -1.6876 3.1428
N -1.508 0.093 0.985 -2.3212 -2.4134 5.8679
O -2.162 -0.581 2.021 3.8337 3.7579 -6.5609
C -1.345 -2.075 -0.148 -1.0104 -1.3863 1.2431
C -1.916 -0.161 -1.400 -3.3309 1.6166 -3.8660
C -2.128 2.499 0.715 -0.5937 -0.9747 1.1396
H -0.092 0.912 3.326 -0.1895 0.1763 -0.1213
H -1.760 1.658 3.478 0.0573 -0.6034 0.0737
H -0.495 2.679 3.016 0.6415 -0.1679 0.1836
H 1.065 1.403 1.559 0.1187 -0.0196 0.0052
H 0.626 2.869 0.743 -0.6688 0.1271 0.2801
H 1.795 1.291 -0.701 0.1279 -0.1495 0.1689
H 0.299 1.710 -1.359 -0.3734 -0.0072 0.0143
H 0.881 -0.858 0.224 0.4817 -0.1560 -0.3532
H 0.519 -0.715 -1.572 0.4396 -0.2448 0.2021
H -1.157 -2.701 -1.020 0.5907 0.5198 -0.1221
H -2.383 -2.320 0.079 -0.3534 0.4332 -0.1393
H -0.871 -2.501 0.736 0.6070 0.1575 -0.1790
H -2.993 -0.212 -1.243 -0.1040 0.2094 0.4699
H -1.828 -0.897 -2.200 0.4537 0.1057 -0.1684
H -1.700 0.813 -1.839 0.1494 0.0159 0.2003
H -2.169 2.628 -0.367 0.7094 -0.1339 0.0745
H -2.132 3.467 1.215 0.6658 0.0115 -0.0667
H -3.113 2.114 0.979 -0.1095 -0.2180 0.0376
N 1.981 5.691 -6.792 1.5023 -1.6321 -0.6609
O 1.262 4.712 -6.514 -0.6708 0.1590 0.6613
O 2.857 6.082 -6.019 -0.0405 0.4545 1.3920
O 1.988 6.127 -7.933 -0.8289 0.9245 -1.2987
C 5.997 -4.973 4.071 -0.1774 0.9384 0.9626
C 5.162 -3.982 4.595 -0.5736 -1.0589 -1.2702
C 5.639 -3.032 5.435 -1.1005 0.6025 0.1248
C 6.922 -3.019 5.800 2.9684 -0.3161 0.1499
C 7.819 -3.965 5.289 -0.3322 -0.0708 0.3671
C 7.343 -4.985 4.482 -1.7247 0.5963 0.0680
O 8.105 -6.028 4.098 1.3778 -0.7740 -0.5352
O 4.792 -2.073 5.896 -0.3577 0.1803 0.2529
H 5.597 -5.735 3.420 0.1403 -0.0836 -0.0396
H 4.110 -3.869 4.378 -0.1353 -0.4579 -0.3663
H 7.278 -2.258 6.480 0.1953 0.1427 0.0704
H 8.859 -3.945 5.583 0.0594 -0.0878 0.0173
H 7.907 -6.797 4.637 -0.0309 -0.0406 0.0110
H 5.304 -1.616 6.567 -0.3139 0.4333 0.1759
C 6.520 -9.628 -4.758 -1.5344 1.9196 1.5357
C 5.651 -8.484 -4.986 0.8935 -2.2722 0.3835
C 4.489 -8.298 -4.223 2.1416 -1.8924 -0.4721
C 4.263 -9.194 -3.143 1.1168 -0.3579 0.3390
C 5.187 -10.231 -2.745 -1.1215 2.3463 -2.7943
C 6.257 -10.460 -3.655 -1.6955 0.5694 -0.6209
O 6.758 -11.691 -3.569 1.2196 -1.8212 1.1075
O 3.606 -7.346 -4.534 -1.8825 1.0076 1.0451
H 7.456 -9.745 -5.284 -0.1874 -0.1639 -0.4507
H 5.832 -7.932 -5.897 0.0068 0.4419 0.0984
H 3.315 -9.120 -2.630 -0.0187 0.1495 0.2329
H 4.890 -10.935 -1.982 0.2811 -0.0343 -0.0222
H 7.287 -12.033 -4.294 0.0259 0.6672 -0.2384
H 3.561 -6.957 -5.410 0.7565 -0.5393 -0.1483
C 3.609 -3.867 -9.855 -0.2501 0.6157 -0.0007
C 2.522 -3.162 -9.351 -0.7711 -0.4226 1.2632
C 2.635 -1.887 -8.809 3.6306 -0.6245 -2.1982
C 3.891 -1.271 -8.982 -0.2391 -0.0459 0.3079
C 4.997 -1.916 -9.541 -1.1306 0.2531 0.4070
C 4.832 -3.227 -9.928 0.9941 -0.1017 -1.1189
O 5.865 -3.899 -10.548 -0.2567 -1.2016 -0.0150
O 1.629 -1.176 -8.362 -2.0825 0.4499 0.9883
H 3.473 -4.842 -10.300 0.0940 -0.0928 0.1447
H 1.566 -3.641 -9.201 -0.1808 -0.2398 -0.4139
H 3.890 -0.242 -8.654 0.6399 0.3274 -0.0997
H 5.937 -1.441 -9.782 0.0012 0.3248 0.3381
H 6.632 -3.404 -10.844 -0.3505 0.5920 0.3554
H 1.944 -0.302 -8.119 -0.1093 0.1923 0.0607
C -5.681 -1.153 8.450 -1.4889 0.6741 1.9595
O -4.798 -0.120 9.034 0.0057 0.6432 -1.3113
P -5.163 1.414 9.398 -1.4905 1.0028 0.5934
O -5.965 1.619 10.661 1.0359 -0.7600 -2.4456
O -3.754 2.205 9.545 -0.5228 -1.0195 -0.5559
C -2.769 1.599 10.399 -0.0785 -0.5021 0.6366
O -5.845 2.082 8.000 1.1379 -0.7433 3.0116
C -6.520 3.348 8.295 0.3444 0.2526 -0.8328
H -5.666 -1.969 9.172 0.4024 -0.1025 -0.2466
H -5.606 -1.537 7.433 1.2278 0.7228 -0.0365
H -6.704 -0.786 8.533 -0.0663 0.1841 -0.1145
H -2.172 2.329 10.947 -0.0056 0.4257 -0.7295
H -2.158 0.910 9.815 0.1129 0.2020 0.0412
H -3.226 1.044 11.219 -0.3611 -0.2298 -0.1713
H -6.599 3.590 9.355 -0.3715 -0.5919 -0.0273
H -7.462 3.310 7.749 -0.1057 0.0072 0.4629
H -5.941 4.170 7.873 0.2268 -0.1670 -0.2394
C -0.263 9.782 4.626 0.4548 1.3103 -0.0646
O -0.408 9.302 5.952 2.2771 0.5403 -0.4352
C -1.637 9.463 6.564 -0.8429 0.5797 -0.8913
C -2.002 10.913 7.037 1.6991 -0.3394 0.9082
O -0.794 11.381 7.794 -1.8166 -0.3680 -0.6006
C -1.036 12.522 8.615 -0.2566 -0.5512 -0.0388
H -0.977 9.460 3.868 -0.0003 -1.2833 0.1444
H 0.790 9.726 4.349 -0.1324 -1.1191 -0.0987
H -0.359 10.849 4.428 -0.4591 0.7981 1.1993
H -1.698 8.779 7.410 0.2278 0.1387 0.0383
H -2.211 9.046 5.735 -1.8931 0.4180 0.5458
H -2.882 10.882 7.680 0.0679 -0.2916 0.4326
H -2.302 11.627 6.271 0.5963 0.0239 -0.4295
H -0.106 12.799 9.112 0.2199 0.2623 -0.6816
H -1.682 12.339 9.474 -0.5172 -0.5204 -0.0480
H -1.517 13.305 8.029 0.3728 0.3987 0.0147
C -2.210 10.184 -2.434 -1.2540 -0.1880 0.4169
O -3.464 10.834 -2.395 -0.6138 -1.1895 0.9696
C -3.549 11.967 -3.160 -1.8501 1.2720 -0.5344
C -4.890 12.690 -2.794 0.5452 -1.3763 0.3512
O -4.693 13.446 -1.631 -0.6869 2.4915 -0.2267
C -4.493 12.844 -0.402 0.3962 -2.1150 0.1427
H -2.011 9.898 -3.466 0.9626 0.6173 -0.0929
H -2.340 9.223 -1.936 0.0248 0.1233 0.3427
H -1.587 10.843 -1.830 1.1317 -0.3748 -0.6938
H -3.495 11.680 -4.211 0.0284 0.3066 -0.3790
H -2.827 12.750 -2.929 0.7003 -0.1834 -0.0147
H -5.702 11.992 -2.589 0.0709 -0.6170 -0.1388
H -5.273 13.312 -3.602 0.4544 0.4364 0.1691
H -3.621 12.199 -0.510 0.5121 0.2684 0.7061
H -5.245 12.110 -0.110 -0.7686 -0.1083 -0.3760
H -4.459 13.502 0.466 0.3549 0.6309 -0.6471
C -5.860 -11.454 -1.470 -0.0055 1.0705 -0.2443
O -5.957 -10.470 -2.528 1.2864 -0.2357 0.1671
C -4.650 -9.922 -2.972 -2.2587 0.1724 -0.5819
C -5.021 -8.934 -4.138 2.0645 -0.0871 1.0089
O -3.768 -8.629 -4.791 -0.3160 -0.0195 0.9075
C -3.388 -9.531 -5.783 0.0425 0.2851 -1.4525
H -6.810 -11.710 -1.002 -0.5162 0.5132 -0.6043
H -5.319 -10.954 -0.666 0.6540 -0.6578 0.1398
H -5.489 -12.411 -1.835 0.6886 0.1654 0.0900
H -3.928 -10.678 -3.283 -0.3984 -0.4544 -0.3842
H -4.094 -9.362 -2.220 -0.4821 0.1412 0.5106
H -5.286 -7.962 -3.724 -0.4118 -0.2196 0.1039
H -5.815 -9.287 -4.796 0.1987 -0.2536 -0.0961
H -3.704 -10.564 -5.634 -0.3325 0.0341 0.0630
H -2.321 -9.565 -5.999 0.3030 0.2332 0.8612
H -3.760 -9.088 -6.707 -0.5154 -0.6847 -0.4850
C 13.907 -5.829 -2.587 0.7202 0.2799 0.9289
O 12.683 -5.160 -2.826 -0.3087 -0.7441 1.6681
C 11.663 -5.713 -1.962 -2.5018 1.5378 -1.3392
C 10.330 -4.755 -2.067 1.9001 1.2072 0.3587
O 10.806 -3.379 -1.877 -1.1941 0.8369 -0.3772
C 9.680 -2.417 -1.721 1.2322 -1.2793 0.6687
H 14.752 -5.188 -2.839 -0.2298 0.0269 -0.6474
H 14.029 -6.828 -3.007 -0.3761 0.0216 -0.6779
H 14.085 -6.000 -1.526 -0.3496 0.0981 0.4291
H 11.743 -5.788 -0.878 1.4722 0.5050 0.1113
H 11.514 -6.741 -2.292 -0.6311 -0.0710 -0.1618
H 9.671 -4.814 -1.202 -0.2102 -1.2923 -0.0990
H 9.773 -4.788 -3.004 0.1062 -0.4083 -0.1006
H 10.032 -1.481 -1.288 0.6294 -0.0691 -0.4534
H 9.024 -2.779 -0.929 -0.4072 -0.3810 -0.1663
H 9.121 -2.212 -2.634 0.1430 -0.2735 -0.1394
C -8.213 4.812 -1.054 0.7382 0.9904 1.1893
O -8.533 3.663 -0.311 -1.0674 -1.3101 -1.1053
C -9.066 2.580 -1.111 -0.8130 0.0205 1.5044
C -9.680 1.496 -0.129 1.8566 -0.0090 -2.0195
O -8.626 0.662 0.349 0.0850 1.2607 1.9028
C -9.110 -0.367 1.233 0.3214 0.0620 -1.7873
H -8.734 4.998 -1.994 -0.0104 -0.5272 -0.0887
H -7.128 4.888 -1.127 0.1771 -0.2345 -0.7971
H -8.426 5.658 -0.400 -0.3962 0.1607 -0.0031
H -8.368 2.237 -1.875 0.6545 -0.6406 0.5916
H -9.877 2.895 -1.768 -0.5416 0.6084 0.3317
H -10.265 0.810 -0.742 -0.7096 0.1955 -0.2023
H -10.309 1.953 0.636 0.2478 0.1307 0.1464
H -9.880 -0.756 0.567 -0.1703 -1.4328 0.6196
H -9.558 -0.192 2.211 0.0216 1.1650 0.0003
H -8.227 -0.981 1.416 -0.3682 -0.4412 -0.2841
```
Forces are in eV/Å.